# 1
The following is a DFT calculation (wB97M-V/def2-TZVPD) of a molecular structure, C29H46P2ScSe at a distorted geometry.

Results
- LUMO energy (eV) = -3.4
- energy above the lowest of the compared OMol25 structures with the same formula, charge and spin (eV) = 3.275
- HOMO energy (Eh) = -0.344
- E_tot (Eh) = -4977.09307
- charge = +1

Structure (XYZ):
```
79
Properties=species:S:1:pos:R:3:lowdin_charge:R:1
Sc -1.37 -1.65 1.38 0.853
C 1.28 -2.91 1.62 -0.190
C 1.14 -1.99 2.67 -0.221
C -0.79 -3.28 2.64 -0.302
C 0.05 -3.63 1.50 -0.257
C -0.14 -2.15 3.28 -0.285
C 2.57 -3.36 1.04 -0.019
H 3.32 -2.57 0.92 0.068
H 2.46 -3.85 0.06 0.086
H 3.02 -4.12 1.71 0.116
C -0.16 -4.76 0.53 -0.012
H 0.80 -5.17 0.17 0.089
H -0.75 -4.50 -0.36 0.075
H -0.70 -5.55 1.06 0.096
C -2.28 -3.52 2.58 -0.068
H -2.45 -4.60 2.43 0.117
H -2.87 -3.04 1.73 0.023
H -2.77 -3.18 3.51 0.111
C -0.79 -1.08 4.11 -0.028
H -0.89 -1.39 5.16 0.111
H -1.82 -0.79 3.77 0.085
H -0.22 -0.12 4.11 0.096
C 2.26 -1.20 3.25 -0.016
H 2.43 -1.48 4.31 0.108
H 2.07 -0.12 3.23 0.077
H 3.21 -1.37 2.74 0.082
C 1.05 -0.18 -2.04 -0.104
C 2.22 -0.41 -1.41 -0.098
C 2.81 0.31 -0.25 -0.166
C 2.08 1.46 0.52 -0.245
C 0.73 1.56 1.07 -0.172
C -0.46 1.66 0.40 -0.281
C -0.82 1.44 -1.04 -0.227
C 0.28 1.08 -2.04 -0.255
H 3.74 0.82 -0.55 0.121
H 2.22 2.37 -0.14 0.008
H 3.09 -0.46 0.49 0.079
H 1.05 1.91 -2.08 -0.010
H 0.52 -1.03 -2.47 0.104
H 2.61 -1.42 -1.52 0.096
H -0.21 1.16 -3.05 0.127
H -1.65 0.71 -1.14 0.031
H -1.33 1.80 1.07 0.075
H -1.29 2.37 -1.44 0.102
H 2.75 1.69 1.36 0.113
H 0.66 1.68 2.16 0.102
P 1.58 3.67 -1.58 0.759
C 1.85 3.81 -3.35 -0.251
C 2.93 4.66 -0.96 -0.260
P -0.63 4.30 0.39 0.919
C 0.12 4.65 -1.28 -0.524
C 0.28 5.70 1.16 -0.301
C -1.97 5.48 0.06 -0.309
H 0.96 3.55 -3.94 0.055
H 2.67 3.17 -3.68 0.057
H 2.10 4.86 -3.51 0.042
H 2.91 5.58 -1.56 0.046
H 3.89 4.14 -1.11 0.057
H 2.84 4.90 0.10 0.032
H -1.48 6.41 -0.28 0.037
H -2.50 5.67 1.00 0.043
H -2.65 5.14 -0.71 0.038
H -0.59 4.56 -2.12 0.073
H 0.49 5.69 -1.23 0.048
H -0.30 6.01 2.04 0.047
H 0.26 6.52 0.44 0.035
H 1.30 5.52 1.46 0.022
Se -2.96 -1.62 -0.55 0.745
C -3.07 -3.22 -1.59 -0.623
C -3.30 -4.47 -1.01 -0.153
C -3.66 -5.57 -1.80 -0.074
C -3.78 -5.42 -3.19 -0.073
C -3.46 -4.19 -3.79 -0.069
C -3.05 -3.10 -3.01 -0.119
H -3.20 -4.58 0.07 0.080
H -3.86 -6.53 -1.34 0.107
H -4.11 -6.25 -3.81 0.109
H -3.52 -4.07 -4.88 0.112
H -2.74 -2.15 -3.45 0.097
```

***

# 2
The following is a DFT calculation (wB97M-V/def2-TZVPD) of 2 unconnected molecules or ions with the total composition C29H47BClN6O10S at a distorted geometry.

Results
- LUMO energy (eV) = -3.7
- HOMO energy (Eh) = -0.363
- E_tot (Eh) = -3096.87743
- charge = +1

Structure (XYZ):
```
95
Properties=species:S:1:pos:R:3:lowdin_charge:R:1
C 1.47 5.29 0.21 -0.107
C 1.79 3.83 0.82 -0.141
B 1.08 2.73 -0.15 -0.400
O 1.19 2.94 -1.60 0.058
N 0.35 1.49 0.30 0.130
C -1.07 1.11 0.02 -0.082
C -2.06 2.31 -0.36 -0.136
N -3.42 1.90 -0.84 -0.109
C -3.56 2.00 -2.33 -0.215
C -2.36 1.36 -3.19 -0.093
C -3.87 0.60 -0.30 -0.366
C -3.82 -0.81 -1.08 -0.021
O -4.37 0.56 0.88 0.021
C 1.06 0.61 1.03 -0.103
N 0.64 -0.66 1.64 0.152
C 1.49 -1.11 2.82 -0.288
C 2.04 -2.66 2.74 -0.118
C 1.08 -3.63 1.88 -0.168
C 0.72 -5.04 2.65 -0.137
C -0.83 -5.05 3.14 -0.191
O -1.77 -4.90 2.03 -0.127
C -2.97 -5.65 2.22 -0.224
O -4.03 -5.18 2.73 0.043
C 0.70 -1.15 4.24 -0.001
C 0.00 0.24 4.64 -0.298
O -0.50 0.31 5.82 0.067
O -0.16 1.38 3.79 -0.006
C -0.36 2.60 4.55 -0.348
C -1.83 3.21 4.87 0.017
O 0.68 3.18 4.97 0.076
C 2.75 -0.07 2.69 -0.206
N 3.00 0.86 3.86 0.155
C 3.69 1.90 3.48 -0.170
O 4.23 2.97 3.16 0.120
N 2.50 0.69 1.43 -0.017
C 3.51 0.26 0.41 -0.134
C 3.44 -1.30 -0.01 -0.147
C 3.79 -1.36 -1.62 -0.194
C 4.96 -2.40 -1.97 -0.272
S 4.51 -4.15 -1.57 0.447
O 4.25 -4.35 -0.09 -0.400
O 3.24 -4.47 -2.36 -0.405
Cl 5.99 -5.43 -2.32 0.363
H 1.92 6.14 0.83 0.094
H 1.88 5.34 -0.88 0.091
H 0.32 5.38 0.12 0.088
H 2.94 3.65 0.72 0.121
H 1.54 3.71 1.94 0.105
H 2.07 2.59 -1.90 0.122
H -1.08 0.31 -0.82 0.141
H -1.48 0.65 1.01 0.144
H -2.24 2.92 0.62 0.149
H -1.66 3.06 -1.13 0.135
H -3.66 3.14 -2.57 0.141
H -4.58 1.50 -2.59 0.134
H -1.42 2.04 -3.10 0.080
H -2.66 1.36 -4.30 0.071
H -2.01 0.32 -2.81 0.068
H -4.70 -1.51 -0.79 0.105
H -3.84 -0.72 -2.22 0.066
H -2.85 -1.40 -0.82 0.093
H -0.29 -0.70 2.09 0.130
H 3.14 -2.72 2.41 0.109
H 2.02 -3.06 3.83 0.118
H 0.07 -3.18 1.59 0.106
H 1.69 -3.94 0.94 0.107
H 1.46 -5.28 3.49 0.121
H 0.78 -5.85 1.82 0.124
H -1.11 -5.99 3.73 0.136
H -0.93 -4.13 3.85 0.124
H -2.97 -6.75 1.84 0.168
H -0.11 -1.96 4.18 0.139
H 1.41 -1.42 5.11 0.165
H -2.64 2.79 4.15 0.096
H -1.75 4.36 4.83 0.105
H -2.05 2.88 5.97 0.115
H 3.74 -0.68 2.69 0.165
H 3.45 1.00 -0.47 0.121
H 4.56 0.42 0.89 0.154
H 4.25 -1.88 0.57 0.114
H 2.41 -1.78 0.08 0.110
H 2.82 -1.66 -2.17 0.127
H 4.10 -0.34 -2.05 0.115
H 5.10 -2.35 -3.13 0.128
H 5.95 -2.04 -1.52 0.126
N -4.05 1.03 -7.49 -0.005
C -4.42 2.16 -6.80 -0.160
C -4.32 3.23 -7.66 -0.111
C -3.88 2.73 -8.91 -0.109
C -3.73 1.37 -8.78 -0.138
H -4.02 0.10 -7.11 0.143
H -4.71 2.10 -5.77 0.092
H -4.54 4.26 -7.41 0.092
H -3.70 3.29 -9.81 0.094
H -3.42 0.61 -9.48 0.107
```

***

# 3
The following is a DFT calculation (wB97M-V/def2-TZVPD) of 9 unconnected molecules or ions with the total composition C29H47NO25 at a distorted geometry.

Results
- LUMO energy (eV) = 0.3
- SMILES string = CCOC(=O)OC.CCOC(=O)OC.O=C1OCCO1.O=C1OCCO1.O=C1OCCO1.O=C1OCCO1.O=C1OCCO1.O=C1OCCO1.CN(C)C=O
- energy above the lowest of the compared OMol25 structures with the same formula, charge and spin (eV) = 0.315
- HOMO energy (Eh) = -0.351
- E_tot (Eh) = -3069.01966
- charge = 0

Structure (XYZ):
```
102
Properties=species:S:1:pos:R:3:lowdin_charge:R:1
C -0.22 -1.94 -3.94 -0.034
C 1.23 -2.48 -3.63 -0.195
O 1.54 -2.37 -2.24 -0.011
C 2.24 -3.37 -1.68 -0.595
O 2.44 -4.40 -2.22 0.141
O 2.47 -3.10 -0.37 -0.033
C 3.44 -4.07 0.16 -0.012
H -0.93 -2.54 -3.38 0.067
H -0.28 -1.98 -5.04 0.084
H -0.18 -0.85 -3.68 0.075
H 2.03 -1.90 -4.12 0.126
H 1.36 -3.54 -3.97 0.127
H 3.05 -5.05 -0.02 0.085
H 3.53 -3.91 1.25 0.089
H 4.44 -3.98 -0.27 0.103
C -1.66 3.42 -0.90 -0.039
C -1.25 2.29 -1.82 -0.086
O -0.45 1.26 -0.92 0.009
C -1.16 0.55 -0.05 -0.632
O -2.31 0.59 0.11 0.136
O -0.31 -0.23 0.62 -0.007
C 1.09 -0.37 0.27 -0.006
H -2.05 4.29 -1.46 0.085
H -0.79 3.82 -0.38 0.095
H -2.38 3.03 -0.20 0.055
H -0.52 2.56 -2.60 0.104
H -1.95 1.74 -2.40 0.110
H 1.16 -0.78 -0.71 0.056
H 1.40 -1.11 0.98 0.083
H 1.61 0.64 0.27 0.098
O -5.76 2.47 -0.47 0.146
C -5.68 1.28 -0.38 -0.618
O -5.89 0.65 0.76 0.067
C -6.00 -0.75 0.43 -0.104
C -5.11 -0.86 -0.76 -0.115
O -5.30 0.44 -1.36 0.073
H -5.67 -1.32 1.29 0.122
H -7.06 -0.97 0.23 0.142
H -5.33 -1.68 -1.43 0.135
H -4.10 -1.01 -0.38 0.107
O 0.14 1.47 3.76 0.095
C -1.03 1.33 3.44 -0.573
O -1.77 2.30 2.91 0.058
C -3.14 1.92 2.81 -0.072
C -3.05 0.36 2.93 -0.024
O -1.75 0.21 3.68 0.041
H -3.59 2.46 3.65 0.130
H -3.59 2.30 1.89 0.121
H -2.82 -0.02 1.94 0.075
H -3.77 -0.18 3.49 0.120
O 1.80 4.74 -3.78 0.158
C 0.71 4.73 -4.32 -0.511
O -0.45 5.07 -3.70 0.028
C -1.56 4.95 -4.66 -0.080
C -0.90 4.28 -5.84 -0.142
O 0.48 4.44 -5.65 0.066
H -2.36 4.37 -4.12 0.138
H -1.95 5.91 -4.86 0.111
H -1.21 4.77 -6.73 0.119
H -1.19 3.21 -5.95 0.145
O 5.90 2.47 0.29 0.141
C 5.11 2.24 1.18 -0.539
O 5.37 2.13 2.50 0.060
C 4.05 2.19 3.20 -0.060
C 3.16 1.53 2.16 -0.139
O 3.80 1.92 0.93 0.022
H 4.12 1.49 4.04 0.130
H 3.74 3.20 3.47 0.139
H 2.09 1.76 2.13 0.117
H 3.26 0.45 2.22 0.119
O 2.43 2.00 -5.72 0.202
C 2.68 1.97 -4.60 -0.573
O 1.87 1.51 -3.58 0.017
C 2.56 1.61 -2.36 -0.143
C 4.00 1.81 -2.80 -0.129
O 3.85 2.43 -4.06 0.062
H 2.26 2.44 -1.78 0.113
H 2.38 0.60 -1.87 0.133
H 4.63 0.89 -2.82 0.145
H 4.46 2.51 -2.08 0.126
O 2.34 -4.54 3.76 0.119
C 2.03 -3.46 4.21 -0.624
O 2.15 -2.33 3.61 0.087
C 1.60 -1.29 4.43 -0.076
C 0.75 -2.08 5.43 -0.065
O 1.36 -3.40 5.40 0.052
H 2.35 -0.69 4.81 0.105
H 0.94 -0.70 3.82 0.097
H -0.20 -2.18 4.98 0.107
H 0.78 -1.68 6.43 0.140
C -0.20 -4.06 1.35 -0.068
N -1.29 -3.77 2.22 -0.185
C -1.56 -4.63 3.37 -0.039
C -2.32 -2.95 1.78 -0.281
O -3.49 -2.95 2.20 -0.018
H -0.32 -4.96 0.68 0.113
H 0.66 -4.39 1.97 0.084
H -0.02 -3.23 0.70 0.067
H -1.89 -5.62 3.03 0.095
H -0.65 -4.74 4.04 0.104
H -2.44 -4.29 3.90 0.081
H -2.00 -2.28 0.96 0.125
```